# 1
This record from the OMol25 dataset describes a cluster of 2 separate species, C2H2F3NS2 in total in a non-equilibrium geometry. The level of theory is wB97M-V/def2-TZVPD.

Energy above the lowest of the compared OMol25 structures with the same formula, charge and spin ... 16.48 kcal per mole
Kohn-Sham gap ... 8.4 eV
Highest occupied orbital energy ... -9.18 eV

Positions of all 10 atoms, in Å:
N 0.870102 -0.321697 0.044517
C 1.828453 0.448823 -0.017636
S 3.440007 0.714676 -0.642274
S 2.284072 1.999084 0.571631
H 0.913588 -1.211062 -0.436952
F -2.255876 2.356001 0.800922
C -1.653686 1.597974 -0.111685
F -2.571383 1.182256 -0.977413
F -0.779618 2.359021 -0.767758
H -1.136184 0.746675 0.361778

Cartesian forces, eV/Å:
N -0.974 -0.344 0.312
C 0.473 -0.013 -0.206
S 0.320 -0.244 -0.266
S -0.084 0.493 0.305
H 0.389 0.048 -0.148
F -0.257 0.322 0.358
C 0.450 -0.702 0.493
F -0.372 -0.190 -0.361
F 0.296 0.268 -0.246
H -0.241 0.362 -0.243



# 2
This record from the OMol25 dataset describes an isolated molecule of C5H11NO in a non-equilibrium geometry. The level of theory is wB97M-V/def2-TZVPD.

Energy above the lowest of the compared OMol25 structures with the same formula, charge and spin ... 76.35 kcal per mole
Kohn-Sham gap ... 8.9 eV
Highest occupied orbital energy ... -7.74 eV

Positions of all 18 atoms, in Å:
C 2.077836 1.055839 0.065564
O 1.599575 0.032051 -0.765164
C 0.958293 -1.171377 -0.026742
C -0.339463 -0.641667 0.495351
C -1.561500 -1.346796 0.015035
C -1.031066 0.243110 -0.496754
N -1.595691 1.453640 -0.100644
H 3.064180 1.348230 -0.301244
H 1.393187 1.911337 0.045502
H 2.206279 0.812524 1.130236
H 0.841915 -1.887985 -0.837594
H 1.618854 -1.537425 0.766569
H -0.336818 -0.281337 1.519342
H -2.403270 -1.424506 0.688199
H -1.505506 -2.070524 -0.784141
H -0.795526 0.211151 -1.552599
H -1.890102 1.476259 0.867782
H -2.301177 1.817477 -0.728700

Cartesian forces, eV/Å:
C 0.043 0.414 0.288
O -0.016 -2.681 1.154
C 1.374 2.819 -1.049
C 0.200 0.010 -1.271
C -0.501 2.286 -0.470
C -1.265 -3.068 0.909
N -0.268 0.737 0.414
H -0.068 0.187 -0.028
H 0.086 0.054 -0.104
H -0.090 -0.436 -0.169
H -0.045 -0.045 0.220
H 0.109 0.040 -0.301
H -0.021 -0.020 0.007
H -0.109 0.065 -0.088
H 0.218 -0.138 0.140
H 0.491 -0.142 0.316
H -0.095 0.087 -0.233
H -0.043 -0.170 0.265



# 3
This record from the OMol25 dataset describes an isolated molecule of C3H7N3S2 in a non-equilibrium geometry. The level of theory is wB97M-V/def2-TZVPD.

Energy above the lowest of the compared OMol25 structures with the same formula, charge and spin ... 32.58 kcal per mole
Kohn-Sham gap ... 9.0 eV
Highest occupied orbital energy ... -8.72 eV

Positions of all 15 atoms, in Å:
H 0.337771 0.203452 -2.990262
N -0.631955 -0.225469 -2.758710
C -0.694851 -0.571225 -1.556100
N 0.382249 -0.679286 -0.600265
S 1.971725 -0.476301 -1.059857
C 0.096908 -0.900687 0.850868
C -0.094151 0.343464 1.747810
N -0.556899 1.391525 1.046787
S 0.234008 0.405770 3.410998
H -1.537655 -0.916105 -1.061113
H 2.213681 0.812110 -0.880292
H 0.805787 -1.542291 1.310883
H -0.936729 -1.359967 0.826123
H -0.893227 2.161272 1.634994
H -0.696661 1.353738 0.078134

Cartesian forces, eV/Å:
H -1.771 -1.229 0.439
N 1.464 1.402 -0.434
C 2.942 0.029 0.568
N -0.515 0.702 0.787
S 0.579 -0.907 -0.461
C -2.133 0.537 -0.941
C 0.677 0.159 0.155
N -0.046 0.343 2.818
S -0.494 -0.344 -1.974
H -2.120 -0.675 0.377
H -0.217 0.793 0.223
H 0.559 -0.695 0.133
H 1.079 0.063 0.451
H 0.300 -0.236 -0.859
H -0.304 0.059 -1.282